Entry i
Molecular formula: C4H10N
Method: DFT, ωB97M-V/def2-TZVPD

```
15
Properties=species:S:1:pos:R:3
C 0.743 0.197 -1.134
C -0.184 -0.082 0.126
C -1.640 -0.120 -0.117
C -2.466 0.485 0.780
N 2.618 -0.363 0.301
H 0.726 -0.558 -1.882
H 1.054 1.228 -1.303
H 0.152 -1.051 0.756
H 0.091 0.624 0.925
H -1.761 -0.854 -0.998
H -3.527 0.502 0.532
H -2.062 1.015 1.605
H 3.415 0.162 0.739
H 1.923 -0.024 -0.477
H 2.945 -1.376 0.066
```

Properties
Frontier orbital gap in Eh: 0.216
Charge: +1
2S+1: 1
LUMO level in eV: -8.0

---

Entry ii
Molecular formula: C4H10N
Method: DFT, ωB97M-V/def2-TZVPD

```
15
Properties=species:S:1:pos:R:3
C 0.207 0.966 2.214
C 0.203 -0.469 1.679
C -0.513 -0.738 0.543
C -0.965 0.168 -0.423
N 0.730 -0.150 -3.219
H 1.195 1.323 2.485
H -0.552 1.028 2.993
H 0.400 -1.131 2.522
H 0.945 -1.077 -2.913
H -0.610 -1.816 0.352
H -1.854 -0.194 -0.921
H -0.210 0.920 -0.586
H 1.144 0.529 -2.613
H -0.102 1.577 1.364
H 0.721 0.022 -4.204
```

Properties
Frontier orbital gap in Eh: 0.222
Charge: +1
2S+1: 1
LUMO level in eV: -7.4

---

Entry iii
Molecular formula: C4H10N
Method: DFT, ωB97M-V/def2-TZVPD

```
15
Properties=species:S:1:pos:R:3
C 0.418 0.476 1.156
C 1.110 -0.631 0.309
C 0.443 -0.578 -1.058
N -0.920 -0.002 -0.834
C -0.924 0.742 0.520
H 1.049 1.353 1.029
H 0.386 0.199 2.204
H 1.057 -1.614 0.757
H 2.167 -0.373 0.259
H 0.347 -1.571 -1.511
H 0.986 0.010 -1.789
H -1.649 -0.714 -0.823
H -1.173 0.620 -1.600
H -1.842 0.461 1.022
H -1.123 1.797 0.280
```

Properties
Frontier orbital gap in Eh: 0.470
Charge: +1
2S+1: 1
LUMO level in eV: -3.6
SMILES: C1CC[NH2+]C1

---

Entry iv
Molecular formula: C4H10N
Method: DFT, ωB97M-V/def2-TZVPD

```
15
Properties=species:S:1:pos:R:3
C 1.491 0.733 1.107
C 1.674 -0.150 -0.156
C 0.607 -1.136 -0.381
C -2.554 0.073 -0.397
N -1.385 0.531 -0.270
H 0.473 1.149 1.118
H 2.071 1.658 1.041
H 1.773 0.228 2.028
H 2.699 -0.525 -0.117
H 1.591 0.569 -0.992
H -0.634 -0.291 -0.431
H 0.501 -2.085 0.149
H -2.870 -0.948 -0.255
H -3.317 0.833 -0.568
H 0.344 -1.327 -1.436
```

Properties
Frontier orbital gap in Eh: 0.303
Charge: +1
2S+1: 1
LUMO level in eV: -7.6

---

entry i is the least stable structure shown above.